# 1
ORCA calculation (wB97M-V/def2-TZVPD) on a molecular structure, C5H9AuMgO4.

Each line ends with the Löwdin charge.
Cartesian coordinates (Å):
O 1.89859 -0.52158 0.76623  -0.449
C 1.59157 -1.82158 0.57448  -0.135
C 0.46961 -2.31252 0.01737  -0.066
O -0.70888 -1.66916 -0.18839  0.003
C -0.80332 -0.41551 -0.92315  -0.023
C -1.99912 0.32365 -0.38781  -0.131
O -1.53599 1.13299 0.72997  -0.281
C -2.48099 1.99882 1.31976  -0.026
Mg 0.46993 0.89258 0.38956  0.929
H 2.42124 -2.52374 0.70579  0.151
H 0.46795 -3.35219 -0.31925  0.164
H -0.93746 -0.63901 -1.98945  0.163
H -2.79757 -0.33061 0.00266  0.173
H -2.40960 1.00889 -1.14689  0.158
H -1.96683 2.58572 2.08874  0.116
H -2.90907 2.68097 0.56917  0.121
H -3.28645 1.40582 1.77809  0.124
Au 3.01653 0.71741 0.55323  1.301
O 2.02077 1.60899 -0.59920  -0.470
H 1.89931 1.70656 -1.65196  0.179

Results
- ΔE to the lowest compared entry with this formula, charge and spin (eV) = 0.518
- multiplicity = 3
- expectation value of S² = 2.01
- charge = +2
- lowest unoccupied orbital energy (spin up / spin down) (eV) = -8.91 / -10.67
- HOMO-LUMO gap (spin up / spin down) (eV) = 8.01 / 6.21



# 2
ORCA calculation (wB97M-V/def2-TZVPD) on 12 unconnected molecules or ions with the total composition C34H40Cl4F8O30.

Each line ends with the Löwdin charge.
Cartesian coordinates (Å):
O -1.43186 3.51430 -1.08943  0.156
C -2.28217 3.59988 -1.93499  -0.547
O -2.19471 3.29302 -3.24068  0.095
C -3.36254 3.79371 -3.88515  -0.030
C -4.31196 3.98850 -2.66670  -0.268
F -5.04865 2.82885 -2.57148  0.037
O -3.47362 4.03003 -1.56879  0.150
H -3.30009 4.67151 -4.52833  0.141
H -3.72740 2.99046 -4.52529  0.130
H -5.02906 4.80788 -2.71659  0.174
O 5.98783 -0.34817 3.58761  0.117
C 5.12013 0.53657 3.49879  -0.494
O 3.81715 0.29019 3.54640  0.085
C 3.11928 1.36561 2.98274  -0.087
C 4.07706 2.49770 3.22428  -0.280
F 3.88505 3.07845 4.48664  0.047
O 5.30370 1.85175 3.18493  0.146
H 2.83105 1.31445 1.93279  0.122
H 2.19291 1.54498 3.52841  0.134
H 3.94233 3.21789 2.41727  0.169
O -1.49802 -6.14182 2.27494  0.176
C -1.95224 -5.33978 3.05534  -0.536
O -1.48253 -5.03287 4.25507  0.091
C -2.47378 -4.32976 4.93805  -0.063
C -3.13002 -3.52318 3.78151  -0.270
F -2.47243 -2.34991 3.47235  0.047
O -3.00171 -4.51524 2.80325  0.113
H -3.15729 -5.05748 5.37548  0.144
H -1.98562 -3.75342 5.72395  0.146
H -4.16099 -3.27567 4.03439  0.165
O 5.74626 4.52813 -0.82783  0.155
C 5.41687 3.40390 -1.13931  -0.564
O 5.46904 2.94325 -2.38687  0.093
C 5.07418 1.56065 -2.37580  -0.035
C 5.15391 1.17652 -0.90338  -0.377
F 6.29489 0.60085 -0.63089  0.128
O 5.04191 2.41819 -0.30702  0.130
H 4.04349 1.47189 -2.71917  0.127
H 5.66604 0.95676 -3.06364  0.139
H 4.36076 0.57318 -0.46180  0.148
O 2.58076 6.79197 1.53719  0.120
C 2.15217 6.16508 0.55952  -0.561
O 1.33659 6.62060 -0.35196  0.100
C 0.95567 5.63026 -1.29136  -0.027
C 1.71455 4.41790 -0.78599  -0.327
F 2.52714 4.01228 -1.73831  0.116
O 2.41221 4.87424 0.37164  0.135
H -0.11325 5.52530 -1.10565  0.120
H 1.23689 5.79991 -2.33070  0.148
H 1.06777 3.63031 -0.39935  0.137
O 6.21101 -1.95254 -3.11798  0.151
C 5.00179 -2.15523 -3.13896  -0.472
O 4.28836 -2.91209 -4.03720  0.075
C 2.92494 -2.95371 -3.56514  -0.028
C 2.85839 -1.58157 -2.95047  -0.372
F 1.93603 -1.51121 -2.02370  0.095
O 4.12186 -1.48031 -2.32749  0.094
H 2.21404 -3.04218 -4.38666  0.146
H 2.76311 -3.64942 -2.74180  0.148
H 2.70477 -0.75288 -3.64168  0.180
O 1.74286 0.96264 -0.52792  0.113
C 0.67598 0.48919 -0.09830  -0.471
O -0.28137 0.00577 -0.93001  0.039
C -1.48012 -0.11653 -0.24610  -0.069
C -1.00930 -0.26026 1.26951  -0.285
F -0.91395 -1.53902 1.56954  0.093
O 0.28147 0.30517 1.18733  0.122
H -2.07565 0.76633 -0.47847  0.122
H -1.88638 -1.06452 -0.59874  0.068
H -1.63102 0.22569 2.02146  0.148
O 0.62027 3.22120 2.30482  0.162
C -0.60214 3.30944 2.25839  -0.493
O -1.26306 4.24043 1.49565  0.042
C -2.68105 4.27099 1.75789  -0.018
C -2.80046 2.86852 2.48655  -0.281
F -3.17064 1.97909 1.55174  0.068
O -1.50197 2.58205 2.88924  0.142
H -2.94355 5.06304 2.45920  0.129
H -3.42645 4.53411 1.00739  0.129
H -3.46463 2.85101 3.35066  0.173
C -6.28515 -0.25906 0.10761  0.008
C -5.81115 -1.59249 -0.52916  -0.304
C -5.96038 -2.85740 0.37345  -0.136
O -6.51732 -3.74423 -0.47667  0.080
C -6.86657 -3.18593 -1.65614  -0.551
O -7.53068 -3.72484 -2.56311  0.114
O -6.57794 -1.95754 -1.60425  0.116
H -6.30268 0.49752 -0.67684  0.074
H -5.50200 0.07899 0.78622  0.073
H -7.29450 -0.32053 0.51446  0.092
H -4.77309 -1.57191 -0.86099  0.118
H -6.56379 -2.83475 1.28091  0.137
H -4.96836 -3.20633 0.66027  0.111
C 4.95807 -3.22597 1.04529  0.006
C 3.61062 -3.19064 1.77824  -0.305
C 2.38789 -2.80571 0.92225  -0.097
O 1.88828 -4.01665 0.42583  0.040
C 2.27474 -4.99359 1.27715  -0.483
O 1.79714 -6.12132 1.28790  0.131
O 3.23169 -4.49385 2.16462  0.064
H 5.76792 -3.29399 1.77167  0.090
H 5.03134 -2.24754 0.57051  0.079
H 4.95256 -4.11223 0.41078  0.095
H 3.77875 -2.61552 2.68879  0.150
H 2.62858 -2.21003 0.04172  0.113
H 1.52331 -2.42837 1.46834  0.128
Cl -4.05720 -0.31876 -4.06833  0.595
C -2.34664 -0.12967 -4.02011  -1.051
Cl -1.36668 -1.63551 -4.24915  0.497
H -2.07744 0.65899 -4.72271  0.026
H -1.98912 0.31133 -3.08963  -0.001
Cl -2.48788 -3.46174 -1.36523  0.554
C -1.30973 -4.76629 -1.30033  -0.991
Cl -1.76866 -6.13071 -2.34347  0.529
H -0.33592 -4.40264 -1.62825  0.022
H -1.28877 -5.04390 -0.24648  0.015

Results
- ΔE to the lowest compared entry with this formula, charge and spin (eV) = 0.674
- SMILES = O=C1OC[C@@H](F)O1.O=C1OC[C@@H](F)O1.O=C1OC[C@@H](F)O1.O=C1OC[C@@H](F)O1.O=C1OC[C@@H](F)O1.O=C1OC[C@@H](F)O1.O=C1OC[C@@H](F)O1.O=C1OC[C@@H](F)O1.C[C@H]1COC(=O)O1.C[C@H]1COC(=O)O1.ClCCl.ClCCl
- lowest unoccupied orbital energy (eV) = -0.54
- HOMO-LUMO gap (eV) = 10.09